{
  "formula": "C36H74BrIO12",
  "method": "ωB97M-V/def2-TZVPD",
  "elements": ["C", "C", "C", "C", "C", "C", "C", "C", "C", "C", "O", "C", "I", "C", "C", "C", "O", "O", "C", "C", "C", "C", "Br", "H", "H", "H", "H", "H", "H", "H", "H", "H", "H", "H", "H", "H", "H", "H", "H", "H", "H", "H", "H", "H", "H", "H", "H", "H", "H", "H", "H", "H", "H", "H", "H", "C", "O", "C", "C", "O", "C", "C", "O", "C", "H", "H", "H", "H", "H", "H", "H", "H", "H", "H", "H", "H", "H", "H", "C", "O", "C", "C", "O", "C", "C", "O", "C", "H", "H", "H", "H", "H", "H", "H", "H", "H", "H", "H", "H", "H", "H", "C", "O", "C", "C", "O", "C", "C", "O", "C", "H", "H", "H", "H", "H", "H", "H", "H", "H", "H", "H", "H", "H", "H"],
  "positions_angstrom": [[7.5627, -0.7272, 0.4518], [6.3918, -0.6531, 1.4307], [5.6493, 0.6919, 1.5111], [5.3446, 1.4054, 0.1897], [5.1689, 2.9435, 0.3206], [3.7362, 3.4941, 0.1959], [3.0630, 3.7659, 1.5450], [2.5290, 2.4985, 2.2440], [0.9950, 2.3654, 2.2545], [0.5074, 0.9522, 2.0414], [-0.8792, 0.8563, 2.5438], [-1.6492, 0.0944, 1.6883], [-2.9693, 1.3547, 0.4384], [-0.6575, -0.6817, 0.8382], [-1.1419, -1.4632, -0.3784], [-0.8240, -2.9410, -0.3622], [-0.4223, -3.5494, -1.3325], [-1.1585, -3.6026, 0.7964], [0.3817, 0.4195, 0.6111], [1.6576, 0.0439, -0.1395], [2.3945, -1.2335, 0.3046], [2.8855, -2.0359, -0.8958], [4.3423, -3.2160, -0.4229], [7.2970, -0.4257, -0.5603], [8.4091, -0.1327, 0.8056], [7.9151, -1.7610, 0.3866], [6.7942, -0.8476, 2.4304], [5.6917, -1.4686, 1.2312], [4.6964, 0.4919, 2.0148], [6.2005, 1.3583, 2.1798], [4.4169, 1.0055, -0.2346], [6.1391, 1.2225, -0.5313], [5.5923, 3.2677, 1.2766], [5.7804, 3.4233, -0.4489], [3.1191, 2.8103, -0.3978], [3.7653, 4.4269, -0.3757], [3.8051, 4.2435, 2.1921], [2.2525, 4.4918, 1.4383], [2.8926, 2.4765, 3.2737], [2.9704, 1.6191, 1.7631], [0.6377, 2.6617, 3.2460], [0.5104, 3.0443, 1.5462], [1.0723, 0.2657, 2.6797], [-2.3782, -0.4855, 2.2496], [-0.1901, -1.3465, 1.5767], [-2.2322, -1.3998, -0.4565], [-0.7141, -1.0685, -1.2986], [-0.5011, -3.4509, 1.4835], [-0.0761, 1.2460, 0.0553], [1.4027, -0.0367, -1.2026], [2.3488, 0.8887, -0.0745], [3.2650, -0.9710, 0.9110], [1.7636, -1.8720, 0.9279], [2.0906, -2.6467, -1.3232], [3.2614, -1.3776, -1.6781], [-1.3745, -5.0200, -4.0439], [-2.1366, -4.9488, -5.2328], [-3.5295, -4.8844, -5.0038], [-4.2306, -4.0671, -6.0638], [-4.0342, -2.6680, -5.9511], [-2.7866, -2.1260, -6.3443], [-2.5790, -2.0386, -7.8385], [-2.3180, -3.3086, -8.4058], [-2.7994, -3.4516, -9.7210], [-1.4796, -5.9982, -3.5610], [-0.3308, -4.8709, -4.3134], [-1.6678, -4.2396, -3.3411], [-3.7371, -4.4430, -4.0217], [-3.9482, -5.9007, -5.0194], [-5.3041, -4.2052, -5.9141], [-3.9820, -4.4313, -7.0627], [-1.9524, -2.6452, -5.8673], [-2.8043, -1.0998, -5.9689], [-1.7212, -1.3777, -8.0264], [-3.4664, -1.5874, -8.2976], [-3.8543, -3.1633, -9.7935], [-2.7045, -4.5022, -9.9898], [-2.2203, -2.8512, -10.4325], [-7.1356, 2.3777, -2.0754], [-7.2886, 3.4613, -1.1880], [-6.2007, 3.6201, -0.2958], [-5.9731, 5.0710, 0.0568], [-5.3815, 5.8424, -0.9733], [-6.1825, 6.2302, -2.0748], [-7.1566, 7.3479, -1.7839], [-8.2560, 6.8960, -1.0152], [-8.7788, 7.8721, -0.1456], [-7.2299, 1.4153, -1.5594], [-7.9236, 2.4547, -2.8224], [-6.1649, 2.4125, -2.5830], [-5.2833, 3.2129, -0.7370], [-6.4146, 3.0668, 0.6288], [-5.2410, 5.0871, 0.8677], [-6.8930, 5.5280, 0.4274], [-6.6963, 5.3763, -2.5214], [-5.4702, 6.6151, -2.8084], [-7.5247, 7.7389, -2.7427], [-6.6298, 8.1562, -1.2634], [-7.9904, 8.3245, 0.4667], [-9.4903, 7.3751, 0.5115], [-9.2991, 8.6665, -0.6934], [0.7451, -2.1399, 4.7062], [1.9748, -2.7985, 4.8598], [2.9393, -2.4759, 3.8696], [4.3449, -2.5208, 4.4185], [4.6877, -1.4238, 5.2451], [4.1680, -1.3767, 6.5624], [4.8171, -2.3381, 7.5300], [4.3952, -3.6692, 7.2991], [5.3768, -4.6351, 7.5966], [0.1879, -2.5139, 3.8333], [0.1528, -2.3338, 5.5981], [0.8784, -1.0581, 4.6035], [2.7531, -1.4745, 3.4585], [2.8669, -3.2062, 3.0504], [5.0178, -2.4402, 3.5621], [4.5391, -3.4775, 4.9072], [3.0820, -1.4938, 6.5729], [4.4000, -0.3680, 6.9119], [4.5339, -2.0415, 8.5493], [5.9065, -2.2576, 7.4393], [6.3284, -4.4004, 7.1066], [5.0166, -5.5914, 7.2217], [5.5473, -4.7201, 8.6759]],
  "forces_ev_per_angstrom": [[0.0382, -0.3063, 0.1848], [0.1282, 0.0503, 0.1091], [-0.1661, -0.2187, 0.0472], [-0.1564, 0.3921, 0.1568], [0.0732, -0.1798, -0.1436], [-0.0577, 0.1997, 0.0594], [0.0420, -0.0984, 0.1562], [0.1148, -0.0369, -0.1353], [-0.0053, 0.1302, 0.3090], [-0.6082, -0.1656, 0.0990], [0.1799, 0.0228, -0.1979], [0.0240, -0.0402, 0.2186], [-0.0517, 0.0482, 0.0088], [0.1422, 0.1958, 0.0373], [0.0965, -0.0722, 0.0091], [0.3927, -0.6612, -1.1357], [-0.4728, 0.7876, 1.3161], [0.0952, -0.0835, -0.2088], [0.3473, 0.3502, 0.1386], [-0.0218, -0.1253, 0.0203], [0.1809, 0.0890, -0.0087], [-0.3264, 0.3142, -0.1351], [-0.0326, -0.2902, -0.0424], [0.0323, 0.0392, 0.0176], [-0.0839, 0.1339, -0.1579], [-0.0060, 0.0739, 0.0091], [-0.1195, -0.0806, 0.0048], [0.0366, 0.1596, -0.1322], [0.1366, 0.1165, 0.1833], [0.0792, 0.0806, -0.1284], [0.2159, -0.1673, -0.1463], [-0.0307, -0.0770, 0.0001], [-0.0096, 0.0323, -0.0488], [-0.0389, -0.0628, 0.0348], [0.0268, 0.0462, -0.0143], [0.0150, -0.0293, 0.0863], [-0.0569, 0.0435, -0.0439], [-0.0067, -0.0538, -0.0695], [-0.0573, -0.0912, -0.0188], [-0.0208, 0.1009, 0.0618], [-0.0873, 0.0617, -0.1322], [0.0836, -0.1112, -0.1152], [0.2592, -0.0697, -0.0821], [0.0933, -0.0228, -0.0439], [-0.0986, -0.2136, -0.0819], [0.0402, 0.0312, -0.0495], [-0.1393, 0.0884, -0.0145], [-0.0294, 0.0653, 0.1427], [-0.1155, -0.1835, -0.1472], [-0.0418, -0.0622, 0.0634], [-0.1483, -0.1219, -0.1265], [-0.0991, 0.0314, 0.0924], [0.0365, -0.0213, 0.0213], [0.0945, -0.0331, 0.0289], [0.1100, -0.0324, 0.0915], [-0.0564, -0.1447, -0.1590], [0.0423, 0.2454, -0.0095], [0.0512, -0.1373, 0.0038], [-0.0836, -0.0691, -0.0467], [-0.0782, 0.0627, 0.0132], [0.0844, 0.0572, 0.0785], [0.1320, 0.0131, -0.0995], [-0.2233, -0.0965, 0.1256], [0.0989, 0.0147, -0.0246], [-0.0062, 0.0280, 0.0589], [0.0027, -0.0313, -0.0122], [-0.0056, 0.0224, 0.0613], [0.0079, 0.0157, 0.0063], [-0.0574, 0.0156, 0.0796], [-0.0054, -0.0148, -0.0294], [0.1352, 0.0130, 0.0234], [-0.0185, -0.0973, -0.0881], [0.0339, -0.0035, 0.0196], [-0.0561, 0.0778, -0.0293], [-0.0274, -0.0212, 0.0045], [-0.0003, 0.0064, -0.0012], [0.0351, 0.0076, -0.0078], [-0.0261, 0.0229, -0.0074], [-0.0706, -0.0385, 0.0687], [0.1309, 0.2005, -0.1847], [-0.1583, -0.1289, 0.0447], [-0.0153, 0.0116, 0.1380], [0.0966, 0.0354, 0.0050], [0.0168, -0.0335, -0.1142], [-0.1440, 0.0524, -0.0704], [0.1779, -0.1079, 0.1772], [-0.0736, 0.0082, -0.0726], [0.0411, -0.0143, -0.0032], [-0.0272, -0.0172, 0.0229], [0.0049, -0.0094, 0.0065], [0.0172, 0.0122, -0.0315], [0.1307, -0.0368, 0.0202], [-0.0147, 0.0106, 0.0184], [-0.0692, -0.0381, -0.1107], [-0.0876, 0.0015, 0.1006], [-0.0108, -0.0215, -0.0291], [0.0558, 0.0835, 0.0026], [0.0115, -0.0115, 0.0316], [0.0030, 0.0046, -0.0033], [-0.0241, 0.0035, -0.0279], [0.0235, 0.0256, 0.0073], [0.0219, -0.0998, -0.0663], [0.1868, 0.1644, 0.1452], [-0.2188, -0.1301, -0.0477], [0.0915, -0.0840, -0.0615], [0.0528, 0.0884, -0.0488], [-0.0675, 0.0846, 0.0472], [-0.0534, -0.0796, 0.1461], [0.0697, 0.0314, -0.2602], [-0.0565, -0.0119, 0.0874], [-0.0023, 0.0482, -0.0224], [-0.0185, -0.0441, -0.0146], [-0.0202, 0.0532, -0.0337], [-0.0309, 0.0235, 0.0362], [0.0180, 0.0874, -0.0837], [0.0222, -0.0311, -0.0260], [-0.1128, 0.0181, 0.0873], [0.0144, -0.1268, -0.0194], [-0.0311, 0.0078, 0.0062], [0.0895, 0.0410, 0.0222], [0.0106, -0.0097, -0.0323], [0.0036, 0.0049, 0.0034], [-0.0211, -0.0013, 0.0305], [0.0324, 0.0137, 0.0005]],
  "max_force_ha_per_bohr": 0.0312,
  "e_lumo_ev": 0.37,
  "total_charge": 0,
  "homo_lumo_gap_ev": 9.382,
  "e_homo_ev": -9.02
}